12
Properties=species:S:1:pos:R:3:forces:R:3:lowdin_charge:R:1 method="wB97M-V/def2-TZVPD" total_charge=0 homo_energy_ev=-9.88 e_above_lowest_kcal_mol=143.5 multiplicity=1
C 1.820135 -0.455258 0.372320 -0.6 0.9 0.5 -0.028
C -0.545946 -0.382448 0.084169 -1.5 -1.6 -2.4 -0.347
C -1.825130 -0.887857 0.044162 0.8 0.1 0.6 0.063
C -0.619158 1.120403 0.224512 3.3 2.3 -1.9 -0.177
H 1.632901 -0.348963 1.706583 0.1 -0.4 -4.5 0.175
H 2.526475 -1.230028 0.196475 0.8 -0.3 0.2 0.021
H 2.213109 0.606164 -0.112497 -1.6 -3.0 1.3 0.120
H -2.734214 -0.194946 0.304726 1.9 -1.8 -0.5 0.090
H -1.920265 -1.974106 -0.218306 -0.4 1.3 0.1 0.087
H -1.753803 1.348670 0.994382 3.6 0.3 -2.4 0.200
O 0.599140 -1.185288 -0.516071 -0.7 5.4 5.0 -0.145
O 0.282909 1.863309 -0.386721 -5.7 -3.1 4.0 -0.058



15
Properties=species:S:1:pos:R:3:forces:R:3:lowdin_charge:R:1 method="wB97M-V/def2-TZVPD" total_charge=0 homo_energy_ev=-8.36 e_above_lowest_kcal_mol=62.0 multiplicity=1
C 0.563403 -0.556083 -1.075061 -2.0 0.3 0.4 -0.472
C -0.072728 1.126406 1.644794 0.7 -0.1 -0.8 -0.190
C -1.135155 0.059692 1.568627 1.0 -0.9 -1.2 -0.147
H 1.798487 -0.787751 -2.510484 -0.7 0.0 0.0 0.046
H 1.976215 0.892744 -0.727110 -0.5 -0.4 0.1 0.140
H 0.606569 2.317199 0.074566 0.4 0.9 0.0 0.097
H -0.434288 2.036735 2.115175 -0.4 0.1 0.0 0.104
H 0.848442 0.856497 2.213277 -0.5 -0.2 -0.3 0.116
H -1.743970 -0.136679 2.427671 -0.6 0.2 0.2 0.085
H -1.033282 -1.792685 -1.032895 -0.3 -0.4 -0.4 0.120
N 0.873715 -1.098953 -2.178781 1.5 -0.1 0.0 0.109
N 1.134347 0.465513 -0.334320 0.8 0.2 0.1 0.022
N 0.225887 1.417755 0.229182 0.0 -0.8 0.2 -0.062
N -1.327080 -0.760665 0.590656 -0.6 -0.1 2.0 0.015
N -0.642769 -1.047387 -0.505360 1.2 1.3 -0.3 0.018



95
Properties=species:S:1:pos:R:3:forces:R:3:lowdin_charge:R:1 method="wB97M-V/def2-TZVPD" total_charge=+3 homo_energy_ev="-16.45 / -16.47" e_above_lowest_kcal_mol=33.3 multiplicity=2
Ti 13.917756 11.167077 9.860781 1.0 -0.2 -0.5 0.835
O 12.742484 12.125274 13.544899 0.1 -0.1 0.6 0.183
C 12.788254 12.222991 12.368531 -0.7 0.4 0.7 -0.612
O 13.581179 11.448233 11.607059 -0.2 -0.2 0.2 -0.227
C 11.986025 13.256826 11.565267 0.8 -0.5 1.4 -0.191
P 11.826103 12.572351 9.956276 0.1 -0.3 -1.5 1.021
C 11.127801 13.783782 8.875631 -0.1 0.3 0.3 -0.392
C 11.172874 13.691189 7.493077 0.9 -1.0 -0.6 -0.118
C 10.346812 14.466679 6.697464 -0.7 -0.1 -0.3 -0.044
C 9.425146 15.324146 7.308209 1.0 -0.3 0.5 -0.020
C 9.447001 15.453027 8.690539 -0.6 0.0 0.3 -0.033
C 10.256874 14.666939 9.495448 -0.2 0.5 0.0 -0.061
C 10.513593 11.394607 10.122321 -0.9 -0.4 0.1 -0.370
C 9.565626 11.217915 9.129674 -1.1 0.1 -0.6 -0.090
C 8.459418 10.379181 9.273234 0.6 -0.5 0.1 -0.030
C 8.321493 9.578372 10.407871 0.4 0.9 -0.3 -0.022
C 9.341733 9.671705 11.356567 -0.3 0.3 0.1 -0.033
C 10.377215 10.606157 11.248596 -0.4 -1.3 0.5 -0.106
H 12.699135 14.051510 11.535685 0.4 1.0 -0.3 0.105
H 11.114844 13.612062 12.109738 -0.1 -0.3 0.0 0.129
H 11.824324 12.890442 7.040966 -0.7 1.0 0.2 0.103
H 10.321729 14.306491 5.621485 0.1 0.2 0.2 0.121
H 8.698841 15.897365 6.772402 -0.1 0.2 -0.5 0.120
H 8.727399 16.107090 9.154540 0.0 0.2 0.1 0.123
H 10.175056 14.716460 10.592056 0.0 0.1 -0.7 0.117
H 9.582846 11.791433 8.215617 0.2 0.2 -0.1 0.105
H 7.765390 10.283513 8.448599 -0.2 0.2 0.1 0.122
H 7.403101 9.016625 10.522062 0.3 -0.4 0.2 0.125
H 9.329715 9.078934 12.251805 -0.2 -0.2 0.2 0.118
H 11.058205 10.594116 12.088318 0.2 0.3 0.0 0.112
F 20.461910 5.549349 9.828013 0.3 -1.1 0.0 0.202
C 19.573059 6.494856 9.858920 1.3 0.4 0.0 -0.131
C 20.066283 7.782123 9.680539 -2.2 0.0 0.3 -0.128
F 21.310672 8.069784 9.458907 0.5 -0.2 0.0 0.214
C 19.106945 8.784413 9.724176 0.2 -0.2 -0.2 -0.232
F 19.563554 9.998573 9.501022 0.2 0.9 0.0 0.125
C 17.739957 8.590115 9.902302 -0.2 0.1 0.7 -0.296
P 16.710320 10.156214 9.812504 0.4 -0.7 -0.7 1.127
C 17.269002 11.306005 11.098128 -0.8 0.1 0.8 -0.401
C 16.482984 11.321000 12.294750 0.9 -0.4 -0.5 -0.109
C 16.746996 12.263608 13.288173 0.1 -0.8 0.1 -0.033
C 17.826869 13.144507 13.141534 -0.8 0.6 0.0 -0.025
C 18.533561 13.192729 11.949933 -0.2 -0.3 -0.2 -0.032
C 18.241215 12.277622 10.938655 0.6 0.3 -0.1 -0.097
C 17.263998 10.687875 8.094436 -0.1 -0.1 0.9 -0.354
C 17.341732 12.015728 7.678374 -0.3 -0.2 -0.8 -0.086
C 17.391626 12.319813 6.309994 0.2 -0.3 0.6 -0.024
C 17.450344 11.297017 5.371565 -0.3 0.7 -0.7 -0.043
C 17.440100 9.989928 5.794874 0.8 -1.1 -0.2 -0.088
C 17.391004 9.678586 7.135944 -0.6 0.0 0.8 -0.127
C 17.331033 7.260883 10.144854 0.0 0.2 -0.3 -0.559
Br 15.555248 6.712353 10.519752 0.0 0.3 0.1 0.939
C 18.239933 6.211581 10.091330 -0.1 1.1 0.0 -0.284
F 17.873505 4.964893 10.256214 -0.2 -0.5 0.1 0.123
H 15.771255 10.505096 12.447595 0.0 0.5 0.1 0.106
H 16.142182 12.211265 14.200780 0.4 0.2 -0.3 0.132
H 18.021135 13.890885 13.909193 0.1 -0.3 0.0 0.128
H 19.291052 13.945218 11.764656 0.0 -0.1 0.2 0.126
H 18.820700 12.314895 10.029179 0.1 0.0 -0.1 0.105
H 17.321089 12.822604 8.380884 0.0 0.2 0.3 0.082
H 17.393002 13.355196 6.018908 0.1 0.2 -0.2 0.120
H 17.496069 11.512442 4.300399 0.0 0.0 0.4 0.133
H 17.582348 9.163997 5.096572 -0.1 0.3 -0.1 0.128
H 17.392528 8.645737 7.499999 0.2 0.3 -0.3 0.090
N 15.263402 6.831352 6.997401 -0.1 0.3 0.6 0.257
C 14.415233 7.958561 7.536909 -0.3 0.6 -0.5 -0.319
C 14.148444 8.915866 6.357613 -0.8 0.2 0.4 -0.076
C 13.371644 10.166346 6.774746 -1.5 -0.1 -0.5 -0.297
N 14.095468 11.095398 7.674642 0.3 0.0 0.1 0.020
C 12.047042 9.685359 7.408576 0.3 0.0 -0.1 -0.095
C 12.221566 8.653963 8.524024 -0.5 0.2 0.1 -0.278
N 12.784998 9.298204 9.771691 0.1 -0.3 -0.7 0.025
C 13.087023 7.468700 8.075628 -0.5 -0.6 -0.1 -0.117
H 16.228953 7.133358 6.799497 -0.4 -0.1 -0.1 0.161
H 14.813653 6.489830 6.154108 0.1 -0.3 -0.4 0.178
H 15.312693 6.079941 7.684738 0.0 -0.3 0.1 0.143
H 14.956445 8.413207 8.362290 0.4 0.1 -0.2 0.067
H 13.481967 8.408007 5.617642 0.6 0.2 0.4 0.160
H 15.026010 9.266475 5.868151 0.9 -0.2 -0.4 0.091
H 13.101386 10.711317 5.839766 0.3 -0.4 0.6 0.169
H 13.812739 12.062186 7.528836 -0.3 0.0 -0.5 0.084
H 15.098584 11.115094 7.482686 0.1 -0.1 -0.2 0.062
H 11.459084 9.201301 6.624318 0.0 0.2 0.0 0.146
H 11.461236 10.524934 7.777025 0.0 0.0 -0.1 0.079
H 11.227535 8.222025 8.746402 0.4 0.4 0.1 0.167
H 12.023998 9.544779 10.424378 0.3 -0.6 -0.2 0.071
H 13.422603 8.628382 10.186422 -0.2 -0.2 0.6 0.048
H 12.551583 6.925070 7.277426 0.0 0.3 0.2 0.151
H 13.154014 6.754698 8.911021 0.3 0.2 -0.2 0.105
C 15.107131 14.318919 9.395446 -0.1 -1.4 1.3 0.027
O 15.173018 12.868651 9.734745 0.1 0.5 -0.3 -0.284
H 16.113748 14.659646 9.177134 0.0 0.2 0.1 0.101
H 14.640680 14.769888 10.280507 0.3 0.4 -0.6 0.106
H 14.487539 14.352816 8.532446 -0.5 0.4 -0.6 0.079
H 15.819878 12.744367 10.447435 0.3 0.1 0.1 0.049



11
Properties=species:S:1:pos:R:3:forces:R:3:lowdin_charge:R:1 method="wB97M-V/def2-TZVPD" total_charge=0 homo_energy_ev="-8.52 / -8.11" e_above_lowest_kcal_mol=70.1 multiplicity=1
C 1.971971 -0.181623 -0.390385 -1.2 -0.5 -3.5 -0.381
N -0.577105 0.760549 -0.338583 -1.9 -1.1 -1.7 -0.361
P -3.040413 -0.271529 0.227268 0.1 1.5 -1.4 0.632
P 0.433768 -0.099392 0.615989 1.8 0.1 1.3 0.630
H 2.788740 -0.076115 0.259274 1.2 0.2 0.8 -0.011
H 1.917934 0.638794 -1.169240 0.3 -0.5 1.2 0.043
H 2.107689 -1.088621 -1.061055 -0.3 0.7 1.2 0.043
H -0.852320 1.561827 0.165050 -0.8 1.2 0.5 -0.079
H -2.654909 -1.093135 1.245903 0.5 -0.9 0.7 -0.258
H -3.023654 -1.243895 -0.817748 0.2 0.0 0.4 -0.208
H 0.928303 1.093137 1.263523 0.0 -0.6 0.5 -0.049



17
Properties=species:S:1:pos:R:3:forces:R:3:lowdin_charge:R:1 method="wB97M-V/def2-TZVPD" total_charge=0 homo_energy_ev=-7.39 e_above_lowest_kcal_mol=99.2 multiplicity=1
C -0.240741 -1.426365 -1.292587 1.3 0.5 0.4 -0.074
N 0.108032 -1.444019 1.452192 1.6 3.9 -1.4 0.013
C 0.090765 -0.204764 0.914621 -2.4 -4.1 -0.3 -0.418
C 0.196564 -0.122532 -0.658710 -0.5 1.4 2.6 -0.296
C -0.117206 1.177562 -1.441683 0.8 1.0 1.4 -0.065
C 0.271346 0.929343 1.854051 -0.6 0.2 0.3 -0.050
H 0.157799 -1.668144 -2.279278 0.1 0.5 0.0 0.075
H 0.130111 -2.170812 -0.580179 -0.9 -0.3 -0.2 0.064
H -1.319792 -1.282359 -1.363651 -0.1 -0.7 0.1 0.090
H 1.157607 -0.028062 0.092410 1.3 -0.4 -3.1 0.170
H -0.710561 -1.885342 1.714204 -1.6 -1.3 0.5 0.009
H 0.566199 1.395326 -2.307039 -0.8 -0.5 0.8 0.086
H -1.175561 1.211372 -1.737368 0.4 -0.5 -0.3 0.076
H -0.060314 2.066528 -0.744558 0.3 -0.8 -0.7 0.079
H 0.210234 0.441410 2.813324 0.3 0.1 0.4 0.075
H -0.514682 1.683333 1.849864 0.1 0.2 -0.5 0.087
H 1.250196 1.327529 1.714393 0.7 0.9 0.1 0.079



42
Properties=species:S:1:pos:R:3:forces:R:3:lowdin_charge:R:1 method="wB97M-V/def2-TZVPD" total_charge=0 homo_energy_ev=-9.37 multiplicity=1
N -1.358908 2.406414 3.220014 -0.1 -0.7 -0.2 -0.069
C -1.879540 0.998816 3.248541 0.3 0.5 -0.2 -0.376
Si -0.485716 -0.262718 2.918278 -0.8 -0.9 0.7 0.564
O -0.857159 -1.374314 1.676877 0.5 2.0 -0.4 -0.452
Si -0.759900 -0.728167 0.106273 0.6 -1.7 -0.2 0.560
C 1.036045 -0.382166 -0.448048 -0.2 1.0 0.1 -0.176
B 1.190917 1.190452 -0.618810 0.4 0.2 0.1 -0.723
O 0.400899 1.859498 -1.584886 0.6 -1.0 0.8 0.075
O 2.066930 1.959470 0.149028 -1.3 -0.4 -0.9 0.144
H -1.689681 2.886983 4.038854 -0.1 0.2 0.2 0.049
H -1.786519 2.858029 2.427314 0.1 0.3 -0.1 0.047
H -2.294653 0.814252 4.241499 0.1 -0.3 -0.1 0.054
H -2.723056 0.908112 2.551220 0.1 -0.3 0.1 0.067
H -0.337642 -1.061469 4.155870 0.1 -0.1 -0.1 -0.028
H 0.809027 0.423420 2.722722 0.0 0.1 -0.4 -0.021
H -1.287657 -1.769127 -0.802062 -0.1 0.0 0.1 -0.017
H -1.597279 0.462068 -0.105042 -0.1 0.3 0.4 -0.008
H 1.788987 -0.842071 0.196457 -0.2 0.0 0.1 0.073
H 1.171053 -0.814400 -1.445930 -0.3 -0.1 0.1 0.053
H -0.180496 2.443131 -1.101600 -0.3 0.7 -0.1 0.098
H 2.368683 1.409906 0.865896 0.5 -0.1 0.5 0.076
C -4.487611 -2.876991 3.120205 -0.1 -0.2 -0.2 0.052
N -4.524977 -1.596575 3.869428 -0.1 -0.2 -0.2 -0.455
O -5.476135 -0.871615 3.703966 -0.3 0.3 -0.1 0.074
O -3.588684 -1.363286 4.595274 0.4 0.1 0.3 0.048
H -5.383007 -2.947704 2.513763 0.0 0.1 0.0 0.095
H -3.594228 -2.865134 2.500614 0.1 0.0 0.1 0.096
H -4.445173 -3.680118 3.849968 0.1 0.0 0.0 0.102
C 2.475260 3.543942 -3.194308 0.1 -0.1 0.2 0.048
N 2.806718 3.227690 -4.605885 0.0 0.1 0.3 -0.462
O 3.950572 2.931580 -4.866510 0.4 -0.1 -0.1 0.060
O 1.904120 3.280546 -5.406119 -0.4 0.0 -0.3 0.066
H 3.378089 3.454955 -2.600298 0.0 0.0 -0.1 0.099
H 2.092152 4.560224 -3.168732 -0.1 -0.1 0.0 0.106
H 1.717982 2.831193 -2.863396 0.1 0.3 -0.2 0.071
C 3.345522 -2.686338 -3.567498 0.2 0.2 0.1 0.045
N 2.098206 -3.402996 -3.199845 0.2 0.1 0.0 -0.459
O 1.703146 -3.300600 -2.060753 -0.1 0.1 0.4 0.055
O 1.560094 -4.041965 -4.068469 -0.2 -0.3 -0.4 0.076
H 3.711993 -2.160316 -2.693329 0.0 0.0 0.0 0.092
H 4.061651 -3.430011 -3.903989 -0.1 0.0 -0.1 0.101
H 3.099973 -1.992599 -4.366552 0.0 -0.1 -0.1 0.103



43
Properties=species:S:1:pos:R:3:forces:R:3:lowdin_charge:R:1 method="wB97M-V/def2-TZVPD" total_charge=0 homo_energy_ev=-7.76 e_above_lowest_kcal_mol=334.1 multiplicity=1
C 0.957618 0.068637 -4.870033 1.7 -1.9 0.3 -0.026
C 1.716785 -0.490985 -3.630067 -1.7 3.9 -3.6 -0.136
H 2.676802 -0.584122 -3.886230 3.9 -0.5 -1.0 0.083
H 1.348071 -1.443361 -3.472801 -0.9 -1.3 1.4 0.093
O 1.739745 0.551855 -2.568097 -1.5 -5.0 -1.0 0.006
C 1.217902 -0.170115 -1.568264 -1.9 -0.3 3.2 -0.319
O 0.993085 -1.421472 -1.456277 1.0 5.1 -0.3 0.056
C 0.858232 0.993737 -0.419752 9.5 -4.2 -1.9 -0.411
N 1.205456 0.412740 0.846570 1.6 -3.8 2.5 0.086
H 2.138953 -0.210156 0.911112 -2.7 2.0 -0.6 0.193
C -0.040994 -0.518123 1.341709 3.8 2.3 0.4 -0.133
C 0.088507 -0.447797 2.803749 3.8 -8.5 2.5 -0.302
C 0.621188 -1.403659 3.785280 -2.5 -7.6 -5.6 -0.103
C 0.370750 -1.128889 5.064751 0.4 7.1 0.8 -0.041
C 0.099218 0.380964 4.933771 0.9 -8.6 -2.3 0.007
O 0.063268 0.492353 3.569422 -2.9 11.4 3.5 0.020
H 0.148937 1.031517 5.713300 -0.2 2.8 0.9 0.065
H 0.693807 -1.659306 5.927145 -0.3 -0.3 0.5 0.086
H 0.575609 -2.562312 3.533643 0.8 2.3 0.1 0.137
H 0.104767 -1.588821 0.987447 -0.7 1.5 0.2 0.174
C -1.119667 0.442150 0.879727 -0.6 -4.6 -1.5 -0.050
C -2.180329 -0.755478 0.254204 -1.8 2.1 4.6 -0.330
O -2.918530 -1.456666 0.988108 2.5 1.3 -2.3 0.059
N -2.202872 -0.587019 -1.055255 2.4 3.7 1.0 -0.019
C -1.636583 0.732877 -1.469938 3.6 -5.1 8.2 -0.242
O -1.365196 0.888536 -2.538962 0.3 2.6 -9.0 0.210
C -0.441771 1.204851 -0.261819 -14.1 2.4 0.3 -0.121
H -0.969752 2.182791 -0.201775 1.8 0.4 0.2 0.172
C -2.990833 -1.297669 -1.909266 -8.4 7.5 5.9 0.004
H -3.418791 -0.639537 -2.583204 -0.5 1.2 -2.0 0.094
H -2.614475 -2.015688 -2.274227 5.1 -10.0 -5.0 0.003
H -3.886480 -1.500451 -1.236512 0.7 -0.9 -1.1 0.147
H -1.522478 0.943664 1.743966 -0.4 0.4 -0.2 0.148
C 1.810455 2.247062 -0.657442 -1.7 -3.4 -5.6 -0.122
C 3.275439 2.016942 -0.617825 -9.4 -12.4 3.9 -0.011
H 3.362821 1.160993 -1.314156 1.1 0.4 0.8 0.108
H 3.442315 1.815952 0.432776 0.7 -0.8 0.2 0.101
H 3.777406 2.685614 -0.819170 8.8 12.1 -4.1 -0.057
H 1.374570 2.547080 -1.649655 1.0 0.4 0.6 0.144
H 1.326910 2.771356 -0.014132 -1.9 4.5 4.5 0.050
H 1.055921 -0.636574 -5.700471 -0.5 -0.6 0.4 0.088
H 1.400901 0.872445 -5.351587 1.2 2.1 -0.2 0.048
H -0.032153 0.321330 -4.685983 -1.9 0.1 0.4 0.040